(A)
# C3H5O2S2

2 unconnected molecules or ions with the total composition C3H5O2S2 (ωB97M-V/def2-TZVPD, OMol25).

Computed properties:
HOMO-LUMO gap = 7.020 eV

```
! RIJCOSX wB97M-V def2-TZVPD def2/J DEFGRID3
* xyz -1 1
C 0.918 -0.302 -0.010
C 1.394 -1.372 -0.361
C 0.722 1.034 0.515
O 4.433 -0.951 1.404
O 5.204 -0.993 -1.058
S 3.912 1.625 -0.130
S 4.136 -0.693 0.000
H 4.733 1.523 -1.335
H 1.180 -2.367 -0.833
H 0.033 0.908 1.295
H 1.808 1.303 0.815
H 0.380 1.702 -0.170
*
```


(B)
# C3H5O2S2

2 unconnected molecules or ions with the total composition C3H5O2S2 (ωB97M-V/def2-TZVPD, OMol25).

Computed properties:
HOMO-LUMO gap = 6.093 eV

```
! RIJCOSX wB97M-V def2-TZVPD def2/J DEFGRID3
* xyz -1 1
C -0.559 0.627 -0.175
C -1.538 -0.063 -1.255
O -1.721 0.700 -2.246
O -1.988 -1.173 -0.950
C 0.649 -0.294 -0.060
S 1.812 0.347 1.257
S 3.047 -1.157 1.730
H -0.286 1.572 -0.588
H -1.059 0.631 0.843
H 0.284 -1.307 0.085
H 1.314 -0.188 -0.954
H 0.047 0.305 2.313
*
```


Most stable pick: (B). Distance to second place: 0.0292 hartree.


(A)
# C4H7ClN3

A gas-phase ion, C4H7ClN3 (charge +1) (ωB97M-V/def2-TZVPD, OMol25).

Computed properties:
HOMO-LUMO gap (alpha / beta) = 6.188 / 6.762 eV
Expectation value of S² = 2.030

```
! RIJCOSX wB97M-V def2-TZVPD def2/J DEFGRID3
* xyz 1 3
C -2.726 -0.326 -0.133
C 0.269 -1.403 0.615
C -0.756 -1.731 -0.437
C 1.203 2.034 -0.160
N -1.879 -1.131 -0.314
N 0.570 0.884 0.334
N 1.010 -0.265 0.053
Cl -4.143 0.204 0.251
H -0.231 -1.128 1.506
H 0.984 -2.109 0.712
H -0.351 -1.903 -1.433
H 2.036 1.833 -0.874
H 0.356 2.652 -0.502
H 1.573 2.670 0.599
H 2.085 -0.281 -0.217
*
```


(B)
# C4H7ClN3

2 unconnected molecules or ions with the total composition C4H7ClN3 (ωB97M-V/def2-TZVPD, OMol25).

Computed properties:
HOMO-LUMO gap (alpha / beta) = 7.193 / 6.972 eV
Expectation value of S² = 2.014

```
! RIJCOSX wB97M-V def2-TZVPD def2/J DEFGRID3
* xyz 1 3
C 0.554 1.254 0.441
C -0.357 0.133 0.798
C 1.576 1.436 -0.442
C 2.740 -0.503 -1.358
N 2.100 0.400 -1.007
N -0.175 -1.057 0.384
N -1.114 -1.883 0.740
Cl -2.956 0.533 -0.700
H 0.342 2.067 1.019
H -1.290 0.272 1.427
H 2.199 2.392 -0.474
H 3.223 -1.255 -1.830
H -4.264 0.771 -1.142
H -0.874 -2.887 0.602
H -1.705 -1.674 1.542
*
```


Most stable pick: (B). Distance to second place: 0.0129 hartree.